(1)
Density functional theory data (ωB97M-V with the def2-TZVPD basis set) for a structure of composition C27H33KN8O6S2.

```
! wB97M-V def2-TZVPD RIJCOSX def2/J DEFGRID3
* xyz -2 1
K 0.38285 1.70581 1.15746
N -1.88621 4.13731 5.05135
C -1.34080 3.09097 4.33305
S 0.36469 2.95050 4.35254
N -2.26661 2.30818 3.79776
N -1.76242 1.27816 3.09359
C -2.59898 0.37665 2.74033
C -2.15038 -0.81227 2.00801
C -3.06846 -1.81923 1.69049
C -2.62551 -2.94971 1.03015
C -1.28037 -3.05580 0.70674
C -0.43963 -2.00438 1.05265
N -0.85817 -0.91179 1.67334
H -1.24812 4.89745 5.21191
H -2.82481 4.38055 4.77221
H -3.65058 0.44563 3.02844
H -4.11065 -1.70280 1.96163
H -3.32409 -3.73820 0.77203
H -0.88256 -3.92747 0.20302
H 0.62232 -2.03892 0.82915
O 4.55438 4.21089 -3.61215
C 3.74974 3.73659 -2.82202
C 2.51133 4.41132 -2.30832
O 2.12445 5.53278 -2.61162
C 1.86248 3.46597 -1.36755
C 2.66355 2.25458 -1.30808
O 2.39155 1.26169 -0.57526
C 3.81627 2.38093 -2.19904
O 4.70645 1.54209 -2.38929
O 0.81678 3.66871 -0.71777
C -2.34725 -4.54851 -3.75864
C -2.75542 -3.82681 -2.48155
N -3.93022 -2.97942 -2.64303
C -5.22111 -3.65265 -2.65801
C -5.75381 -3.93621 -1.25839
C -3.94415 -1.62948 -2.40327
O -4.99949 -1.03195 -2.24454
C -2.63315 -0.91294 -2.35695
C -1.66299 -1.03880 -3.34240
C -0.48031 -0.34053 -3.21116
C -0.29135 0.44593 -2.07749
N -1.22248 0.58274 -1.13364
C -2.37354 -0.06239 -1.28813
H -1.48152 -5.18448 -3.56663
H -2.08103 -3.83990 -4.54191
H -3.15271 -5.18111 -4.13628
H -1.93691 -3.21221 -2.11606
H -2.96119 -4.56232 -1.69622
H -5.10359 -4.58243 -3.21853
H -5.92345 -3.02019 -3.19823
H -5.07405 -4.57835 -0.69476
H -6.72091 -4.44036 -1.31376
H -5.87974 -2.99980 -0.71707
H -1.84161 -1.67167 -4.20389
H 0.30192 -0.40124 -3.95523
H 0.64619 0.96017 -1.90358
H -3.12123 0.07229 -0.51514
C 6.57295 1.24899 0.84644
C 5.10626 0.88940 0.68115
N 4.65391 -0.06407 1.70043
C 3.54712 -0.01539 2.46625
S 2.83049 -1.46867 2.97888
N 3.02586 1.16680 2.84841
C 3.75168 2.43178 2.98720
C 3.20660 3.54228 2.10348
H 6.87946 1.89131 0.01995
H 7.19942 0.35325 0.83062
H 6.76108 1.76954 1.78945
H 4.92745 0.46280 -0.30485
H 4.47665 1.76942 0.70736
H 4.88782 -1.02445 1.50318
H 2.21147 1.07406 3.44263
H 4.80626 2.24104 2.79456
H 3.66947 2.72986 4.03664
H 3.15924 3.24351 1.05628
H 3.82480 4.43984 2.17391
H 2.19865 3.81510 2.41779
*
```

Results
- HOMO level: -0.987 eV
- Lowest unoccupied orbital energy: 0.130 hartree
- F_max: 0.2 eV Å⁻¹
- Kohn-Sham gap: 0.1668 Ha
- Energy above the lowest of the compared OMol25 structures with the same formula, charge and spin: 0.329 eV

These are the Löwdin partial charges, in e, on atoms 1 to 5: number 1, K, carries 0.63; number 2, N, carries 0.01; number 3, C, carries -0.94; number 4, S, carries 0.49; number 5, N, carries -0.06

(2)
Density functional theory data (ωB97M-V with the def2-TZVPD basis set) for a cluster of 2 separate species, C6H13N in total at a distorted geometry.

```
! wB97M-V def2-TZVPD RIJCOSX def2/J DEFGRID3
* xyz 0 1
C -0.49255 0.47438 0.15065
C 0.97835 0.18488 0.35790
C 1.33351 0.53199 -1.08199
C -1.46642 -0.35208 -0.42182
C -0.89493 1.89099 0.47430
C 1.37237 -1.23028 0.77242
N -1.46184 -1.74757 -0.44967
H 1.38544 0.91265 1.06460
H -0.91587 -2.23444 0.24746
H -2.37144 -2.17259 -0.58989
H 1.95015 -0.19950 -1.58912
H 1.65452 1.55078 -1.25658
H -2.43941 0.10130 -0.58266
H -0.08090 0.29289 -1.39848
H -0.96231 1.99961 1.56096
H -1.86316 2.16285 0.04469
H -0.15999 2.60309 0.10131
H 1.17222 -1.94656 -0.02047
H 2.44364 -1.25646 0.96568
H 0.81864 -1.56593 1.65070
*
```

Results
- HOMO level: -6.767 eV
- Lowest unoccupied orbital energy: 0.037 hartree
- F_max: 4.9 eV Å⁻¹
- Kohn-Sham gap: 0.2853 Ha
- Energy above the lowest of the compared OMol25 structures with the same formula, charge and spin: 3.340 eV

These are the natural (NBO) partial charges, in e, on atoms 1 to 5: number 1, C, carries 0.00; number 2, C, carries -0.29; number 3, C, carries -0.68; number 4, C, carries -0.09; number 5, C, carries -0.62

(3)
Density functional theory data (ωB97M-V with the def2-TZVPD basis set) for a cluster of 2 separate species, C2H2BrFO in total at a distorted geometry.

```
! wB97M-V def2-TZVPD RIJCOSX def2/J DEFGRID3
* xyz 0 1
C 0.70091 0.55765 0.11611
C -1.04247 -0.56667 -0.19411
O -1.05056 -1.72758 0.04081
F -1.94716 0.26515 -0.70372
Br 2.02020 -0.65765 0.70220
H 0.89275 0.90980 -0.82204
H 0.42633 1.21930 0.86075
*
```

Results
- HOMO level: -9.884 eV
- Lowest unoccupied orbital energy: 0.016 hartree
- F_max: 5.4 eV Å⁻¹
- Kohn-Sham gap: 0.3791 Ha
- Energy above the lowest of the compared OMol25 structures with the same formula, charge and spin: 0.827 eV

These are the natural (NBO) partial charges, in e, on atoms 1 to 5: number 1, C, carries -0.52; number 2, C, carries 0.88; number 3, O, carries -0.52; number 4, F, carries -0.32; number 5, Br, carries 0.07

(4)
Density functional theory data (ωB97M-V with the def2-TZVPD basis set) for an isolated molecule of C5H9NO.

```
! wB97M-V def2-TZVPD RIJCOSX def2/J DEFGRID3
* xyz 0 1
C -1.24441 1.70739 -2.05072
N -0.46076 1.38034 -0.88946
C -0.95322 0.71909 0.06879
C 0.06072 0.22629 1.03830
O -0.23478 -0.57894 2.16586
C 0.35246 -1.20675 1.02917
C 1.77828 -1.68090 1.01504
H -0.90789 1.05456 -2.86544
H -1.01784 2.73424 -2.35020
H -2.33066 1.58486 -1.92820
H -2.00254 0.38895 0.14909
H 0.89307 0.91633 1.17091
H -0.35757 -1.85308 0.50773
H 1.93929 -2.57543 1.62140
H 2.02412 -1.92409 -0.02584
H 2.46172 -0.89286 1.34358
*
```

Results
- Structure (SMILES): C/N=C/[C@H]1O[C@@H]1C
- HOMO level: -9.781 eV
- Lowest unoccupied orbital energy: 0.041 hartree
- F_max: 0.4 eV Å⁻¹
- Kohn-Sham gap: 0.4009 Ha
- Energy above the lowest of the compared OMol25 structures with the same formula, charge and spin: 2.607 eV

These are the natural (NBO) partial charges, in e, on atoms 1 to 5: number 1, C, carries -0.44; number 2, N, carries -0.40; number 3, C, carries 0.09; number 4, C, carries 0.01; number 5, O, carries -0.48

(5)
Density functional theory data (ωB97M-V with the def2-TZVPD basis set) for an isolated molecule of C24H28FN3O2S at a distorted geometry.

```
! wB97M-V def2-TZVPD RIJCOSX def2/J DEFGRID3
* xyz 0 1
C -6.65012 -0.99129 -0.09698
C -5.95236 0.36547 -0.02333
N -4.66269 0.24218 0.63342
C -4.38820 1.23519 1.65283
C -5.16722 0.93567 2.93153
C -3.56135 -0.02748 -0.26054
C -3.07005 1.17917 -1.08424
C -2.05435 0.77329 -2.15101
N -0.85207 0.18309 -1.58110
C -0.76367 -1.19508 -1.54237
O -1.56318 -1.89563 -2.12273
C 0.34437 -1.77941 -0.73448
C 1.18509 -2.72835 -1.30249
C 2.17473 -3.33520 -0.54861
C 2.32305 -3.01866 0.79090
C 1.47737 -2.09649 1.38500
C 0.50164 -1.49416 0.61810
F -0.32485 -0.60281 1.20679
C 0.16834 0.99797 -1.17601
N 1.37727 0.61939 -0.97654
C 2.19717 1.63710 -0.58252
C 3.58975 1.33632 -0.28872
C 4.48462 2.30684 0.16671
C 5.79083 1.97791 0.44594
C 6.24816 0.66782 0.28169
O 7.55591 0.45372 0.58946
C 8.07871 -0.84412 0.44297
C 5.36208 -0.30423 -0.17191
C 4.05231 0.03308 -0.45279
C 1.57468 2.85132 -0.50883
S -0.09110 2.72447 -0.92053
H -6.05558 -1.69449 -0.67374
H -6.77946 -1.39448 0.90334
H -7.62496 -0.89012 -0.56822
H -6.57798 1.05596 0.54616
H -5.85582 0.77652 -1.03925
H -4.61871 2.26046 1.31423
H -3.32088 1.18925 1.88096
H -4.93744 -0.07029 3.27107
H -4.89236 1.64370 3.70965
H -6.23898 1.00530 2.76531
H -2.73346 -0.40801 0.34395
H -3.86845 -0.82478 -0.94102
H -3.91522 1.64566 -1.59390
H -2.63154 1.92241 -0.41646
H -1.76557 1.64248 -2.74920
H -2.49000 0.01401 -2.80569
H 1.05709 -2.97446 -2.34525
H 2.82889 -4.05993 -1.00883
H 3.09407 -3.49082 1.38023
H 1.56548 -1.83919 2.42855
H 4.15639 3.32504 0.30570
H 6.48880 2.72097 0.79822
H 9.12414 -0.77579 0.73970
H 8.01936 -1.18687 -0.59506
H 7.56489 -1.56027 1.09242
H 5.67862 -1.32597 -0.31148
H 3.36517 -0.71960 -0.80558
H 1.97869 3.80621 -0.24541
*
```

Results
- Structure (SMILES): CCN(CC)CCCN(C(=O)c1ccccc1F)c1nc(-c2ccc(OC)cc2)cs1
- HOMO level: -7.766 eV
- Lowest unoccupied orbital energy: 0.019 hartree
- F_max: 1.3 eV Å⁻¹
- Kohn-Sham gap: 0.3048 Ha
- Energy above the lowest of the compared OMol25 structures with the same formula, charge and spin: 0.034 eV

These are the natural (NBO) partial charges, in e, on atoms 1 to 5: number 1, C, carries -0.60; number 2, C, carries -0.21; number 3, N, carries -0.46; number 4, C, carries -0.21; number 5, C, carries -0.61

These records have DFT total energy values of -90739.937, -7919.494, -76911.886, -8866.605, -47460.496 eV, in the order they appear.